Record 1
The following is a quantum chemistry calculation of a structure of composition C32H42CdN5O4PS, from OMol25.

CARTESIAN COORDINATES (ANGSTROEM)
1 Cd 1.1975 1.3840 0.3465
2 C -5.7368 -1.5107 -1.7409
3 C -5.1084 -2.1959 -0.5191
4 C -4.0161 -3.1420 -1.0153
5 C -6.1796 -3.0176 0.2114
6 C -4.5558 -1.1374 0.4340
7 C -5.4198 -0.1408 0.9328
8 C -4.9873 0.8615 1.7738
9 C -3.6440 0.8738 2.1411
10 S -2.7582 2.0144 3.1015
11 C -1.3037 1.0993 2.8190
12 N -1.4620 0.0373 2.0962
13 C -2.7763 -0.1127 1.6743
14 C -3.2278 -1.1203 0.8188
15 C 0.0013 1.5186 3.3552
16 C 0.0778 1.8657 4.7069
17 C 1.2975 2.2003 5.2667
18 C 2.4339 2.1813 4.4698
19 C 2.3388 1.8526 3.1236
20 C 1.1225 1.5203 2.5103
21 H -6.1157 -2.2648 -2.4340
22 H -4.9957 -0.9054 -2.2667
23 H -6.5703 -0.8633 -1.4668
24 H -4.4545 -3.8694 -1.7012
25 H -3.5386 -3.6914 -0.2035
26 H -3.2277 -2.6061 -1.5464
27 H -6.5992 -3.7703 -0.4599
28 H -6.9974 -2.3877 0.5655
29 H -5.7505 -3.5303 1.0744
30 H -6.4633 -0.1511 0.6447
31 H -5.6730 1.6196 2.1289
32 H -2.5125 -1.8425 0.4423
33 H -0.8168 1.8492 5.3195
34 H 1.3622 2.4619 6.3151
35 H 3.3987 2.4255 4.8977
36 H 3.2506 1.8393 2.5400
37 C -0.4524 3.9144 -0.9467
38 N -0.6234 2.4669 -1.0296
39 C -1.9987 2.0913 -0.7284
40 C -0.2448 1.9686 -2.3549
41 C 1.2506 2.0284 -2.6124
42 C 1.7020 2.2675 -3.9080
43 C 3.0620 2.2804 -4.1866
44 C 3.9723 2.0821 -3.1594
45 C 3.5137 1.8568 -1.8664
46 C 2.1522 1.8010 -1.5585
47 H -1.1028 4.4364 -1.6639
48 H 0.5830 4.1767 -1.1600
49 H -0.7010 4.2545 0.0594
50 H -2.7047 2.5288 -1.4507
51 H -2.2663 2.4462 0.2676
52 H -2.0899 1.0057 -0.7539
53 H -0.7907 2.5210 -3.1358
54 H -0.5692 0.9273 -2.3955
55 H 0.9864 2.4532 -4.7034
56 H 3.4072 2.4634 -5.1968
57 H 5.0359 2.0934 -3.3657
58 H 4.2426 1.6944 -1.0801
59 N 0.4106 -2.0090 2.2611
60 C 1.4289 -2.0458 1.1677
61 P 0.4307 -1.9970 -0.3717
62 O -0.6357 -3.0202 -0.1651
63 O 0.0930 -0.5496 -0.6214
64 C 1.5537 -2.4988 -1.7400
65 N 2.1236 -1.3150 -2.4407
66 H 0.8489 -1.9645 3.1784
67 H -0.1834 -2.8374 2.1833
68 H -0.2488 -1.1740 2.1573
69 H 1.9993 -2.9702 1.2538
70 H 2.1090 -1.2076 1.2940
71 H 0.9692 -3.1014 -2.4329
72 H 2.3798 -3.0992 -1.3617
73 H 1.7712 -1.2208 -3.3881
74 H 3.2158 -1.3767 -2.4644
75 H 1.8764 -0.4489 -1.9420
76 O 4.6985 -1.4894 -2.3490
77 C 4.9534 -1.2313 -1.1540
78 C 6.3716 -0.9898 -0.6670
79 C 6.1742 -0.7421 0.8216
80 C 4.6548 -0.8163 0.9869
81 O 4.0807 -0.6200 2.0481
82 N 4.0316 -1.1223 -0.1928
83 H 6.7840 -0.1353 -1.2055
84 H 6.9939 -1.8517 -0.9060
85 H 6.5265 0.2297 1.1660
86 H 6.6345 -1.4984 1.4574

For the highest occupied orbital energy, the calculation gives -0.3048 hartree. For the total energy, the calculation gives -74198.568 eV. As for the orbital gap: 8.67 eV. As for the energy above the lowest of the compared OMol25 structures with the same formula, charge and spin: 0.0 kJ/mol.

***

Record 2
The following is a quantum chemistry calculation of a structure of composition C32H42Cl2N10NaO3S2Sb in a non-equilibrium geometry, from OMol25.

CARTESIAN COORDINATES (ANGSTROEM)
1 Na -0.4875 -0.6463 -0.8200
2 N -4.1379 -0.7772 -1.8538
3 N -4.4045 -1.1449 -0.5098
4 C -3.2556 -1.2762 0.3393
5 O -3.4987 -1.1826 1.5517
6 O -2.1512 -1.4679 -0.2354
7 H -3.6694 0.1280 -1.8910
8 H -5.0226 -0.7009 -2.3378
9 H -5.0889 -0.5642 -0.0441
10 C 3.7226 -0.4340 3.2919
11 N 2.9382 -0.4356 2.0735
12 C 1.6228 -0.2614 1.8661
13 N 1.3825 -0.1493 0.5716
14 C 2.6140 -0.2853 0.0179
15 N 3.5763 -0.4375 0.8886
16 C 4.3492 0.9335 3.4553
17 C 5.7267 1.1189 3.5029
18 C 6.2350 2.4222 3.5467
19 C 5.3973 3.5167 3.5518
20 C 3.9965 3.3369 3.5456
21 C 3.5006 2.0231 3.4961
22 C 3.0856 4.4274 3.5676
23 N 3.3356 5.7245 3.5710
24 N 2.1635 6.3689 3.6100
25 C 1.1973 5.4621 3.6657
26 O 1.7244 4.1876 3.6254
27 C -0.2016 5.6695 3.7940
28 C -0.7403 6.9756 3.7352
29 C -2.0895 7.1770 3.8937
30 C -2.9551 6.1090 4.1429
31 C -2.4468 4.8130 4.2187
32 C -3.3836 3.6626 4.5461
33 N -3.6597 2.7614 3.4458
34 C -3.0499 1.6174 3.0973
35 N -3.5818 1.1379 1.9965
36 C -4.5337 2.0505 1.6968
37 N -4.6196 3.0483 2.5500
38 C -1.0921 4.5877 4.0230
39 H 4.4759 -1.2152 3.1951
40 H 3.0763 -0.6593 4.1418
41 H 0.8862 -0.2280 2.6526
42 H 2.7897 -0.2509 -1.0442
43 H 6.3929 0.2646 3.4797
44 H 7.3091 2.5702 3.5564
45 H 5.7860 4.5259 3.5773
46 H 2.4278 1.8783 3.4722
47 H -0.0605 7.8006 3.5694
48 H -2.4909 8.1827 3.8352
49 H -4.0117 6.2868 4.3043
50 H -4.3460 4.0635 4.8601
51 H -2.9599 3.0653 5.3540
52 H -2.2636 1.1455 3.6622
53 H -5.1693 1.9769 0.8301
54 H -0.6887 3.5837 4.0845
55 Cl 0.6086 2.2627 -1.4178
56 C 0.2497 1.8789 -3.0967
57 Cl -1.3215 1.0867 -3.2165
58 H 0.9968 1.1838 -3.4555
59 H 0.2349 2.8021 -3.6655
60 C 3.5151 -4.5970 -2.0403
61 C 2.6649 -3.3524 -2.2185
62 S 1.3752 -3.1968 -1.1193
63 C 2.9787 -2.4486 -3.2262
64 C 4.1588 -2.6601 -4.1495
65 S 2.0800 -1.0447 -3.5732
66 H 3.1049 -5.1784 -1.2200
67 H 4.5511 -4.3363 -1.8051
68 H 3.5123 -5.2176 -2.9415
69 H 4.7424 -3.5501 -3.9088
70 H 4.8112 -1.7878 -4.0994
71 H 3.8034 -2.7424 -5.1783
72 C -3.2275 -3.5217 -5.6963
73 C -3.2485 -2.5894 -4.4918
74 Sb -1.5554 -2.6277 -3.0651
75 C -0.2094 -3.6981 -4.4525
76 C -0.1770 -5.2208 -4.4021
77 C -2.2275 -4.3152 -1.8722
78 C -3.2550 -5.2684 -2.4685
79 H -4.1427 -3.4144 -6.2913
80 H -3.1614 -4.5643 -5.3811
81 H -2.3846 -3.3082 -6.3548
82 H -4.1275 -2.7853 -3.8783
83 H -3.3202 -1.5499 -4.8244
84 H 0.7800 -3.3144 -4.2037
85 H -0.4414 -3.3452 -5.4603
86 H -0.0007 -5.5548 -3.3774
87 H 0.6361 -5.6205 -5.0202
88 H -1.1097 -5.6629 -4.7597
89 H -2.6395 -3.8310 -0.9876
90 H -1.3292 -4.8500 -1.5571
91 H -4.1334 -4.7208 -2.8146
92 H -3.5958 -5.9909 -1.7186
93 H -2.8476 -5.8353 -3.3078

For the highest occupied orbital energy (alpha / beta), the calculation gives -0.0855 / 0.0056 hartree. For the total energy, the calculation gives -112578.607 eV. As for the orbital gap (alpha / beta): 5.86 / 3.33 eV. As for the total charge: -2.

***

Record 3
The following is a quantum chemistry calculation of a structure of composition C32H42CoN4O in a non-equilibrium geometry, from OMol25.

CARTESIAN COORDINATES (ANGSTROEM)
1 Co 0.1313 -0.3725 -0.5454
2 N -0.6080 1.5107 -0.0763
3 N 0.4767 1.0059 -2.7234
4 C 0.7279 -2.2911 -0.4924
5 C -0.4823 -2.0596 -1.2360
6 C -1.4432 -1.4631 -0.3335
7 C -2.8777 -1.2028 -0.6437
8 H -2.9839 -0.8560 -1.6814
9 H -3.2837 -0.4293 0.0248
10 H -3.4828 -2.1166 -0.5283
11 C -0.7978 -1.3119 0.9520
12 C -1.4474 -0.9978 2.2488
13 H -1.8711 -1.9067 2.7061
14 H -2.2606 -0.2723 2.1177
15 H -0.7143 -0.5830 2.9510
16 C 0.5736 -1.7174 0.8121
17 C 1.5881 -1.7501 1.9054
18 H 1.3737 -0.9649 2.6402
19 H 2.5904 -1.5640 1.4983
20 H 1.6028 -2.7179 2.4285
21 C -0.7623 -2.4811 -2.6398
22 H -1.3298 -3.4236 -2.6639
23 H 0.1765 -2.6240 -3.1916
24 H -1.3507 -1.7114 -3.1599
25 C 1.8844 -3.1402 -0.8815
26 H 2.8275 -2.6482 -0.6057
27 H 1.8908 -3.3355 -1.9602
28 H 1.8565 -4.1123 -0.3596
29 C -0.7008 2.1549 1.0945
30 H -0.2020 1.7034 1.9559
31 C -1.4066 3.3548 1.1670
32 H -1.4284 3.8826 2.1176
33 C -2.0837 3.8278 0.0398
34 H -2.6841 4.7360 0.1088
35 C -1.9880 3.1348 -1.1585
36 H -2.4889 3.4466 -2.0730
37 C -1.1671 1.9856 -1.2223
38 C -0.8614 1.2547 -2.4232
39 H -1.4736 1.4650 -3.2999
40 C 1.2708 0.4800 -1.7393
41 C 1.1712 1.0372 -3.9419
42 H 0.7147 1.3997 -4.8480
43 C 2.4141 0.6161 -3.6799
44 H 3.2794 0.5302 -4.3184
45 N 2.4839 0.3056 -2.3204
46 C 3.6543 -0.0632 -1.5927
47 C 4.4108 -1.1696 -2.0033
48 C 5.4913 -1.5658 -1.2033
49 H 6.0876 -2.4311 -1.5067
50 C 5.8080 -0.8855 -0.0243
51 C 6.9716 -1.3038 0.8279
52 H 6.6388 -1.6433 1.8184
53 H 7.6596 -0.4628 0.9894
54 H 7.5270 -2.1187 0.3526
55 C 5.0294 0.2103 0.3598
56 H 5.2759 0.7502 1.2778
57 C 3.9610 0.6493 -0.4242
58 C 3.2207 1.8929 -0.0546
59 H 3.2378 2.6455 -0.8554
60 H 3.6919 2.3391 0.8288
61 H 2.1711 1.6935 0.1991
62 C 4.0607 -1.9502 -3.2317
63 H 4.5478 -1.5367 -4.1269
64 H 2.9808 -1.9845 -3.4220
65 H 4.4105 -2.9850 -3.1190
66 C -6.9008 1.4677 3.4615
67 N -5.8057 1.0380 2.6083
68 C -6.0835 0.0615 1.5795
69 C -4.5501 1.5488 2.6394
70 C -4.2083 2.4896 3.7618
71 O -3.7431 1.2128 1.7532
72 H -7.8264 1.0781 3.0274
73 H -6.9586 2.5644 3.5113
74 H -6.7999 1.0816 4.4874
75 H -5.9352 0.4899 0.5791
76 H -5.4149 -0.8060 1.6756
77 H -7.1199 -0.2598 1.6980
78 H -3.1370 2.6988 3.7192
79 H -4.7575 3.4345 3.6532
80 H -4.4498 2.0413 4.7344

For the highest occupied orbital energy (alpha / beta), the calculation gives 0.0961 / -0.0032 hartree. For the total energy, the calculation gives -79495.852 eV. As for the orbital gap (alpha / beta): 1.37 / 4.07 eV. The multiplicity is 4. As for the expectation value of S²: 3.79. As for the total charge: -2.

***

Record 4
The following is a quantum chemistry calculation of a structure of composition C32H42CrN4OPSSi in a non-equilibrium geometry, from OMol25.

CARTESIAN COORDINATES (ANGSTROEM)
1 Cr -0.5614 1.2737 -0.1328
2 C -2.1582 2.4343 1.1986
3 C -2.0989 1.1536 1.8117
4 C -2.4676 0.2053 0.8640
5 C -2.7406 0.8773 -0.3616
6 C -2.5714 2.2669 -0.1360
7 H -2.0101 3.3785 1.6952
8 H -1.8473 0.9608 2.8442
9 H -2.5258 -0.8559 1.0301
10 H -3.1091 0.4325 -1.2702
11 H -2.8123 3.0610 -0.8225
12 S 3.4763 -0.0892 -1.4568
13 C 3.3620 -0.5548 0.2174
14 C 4.3073 -1.1722 1.0304
15 C 3.9537 -1.4483 2.3396
16 C 2.6768 -1.1239 2.8213
17 C 1.7449 -0.5094 2.0094
18 C 2.1038 -0.2116 0.6996
19 N 1.2973 0.4146 -0.2403
20 C 1.8686 0.5293 -1.3992
21 C 1.1217 1.1474 -2.4951
22 C 1.5990 1.2224 -3.8016
23 C 0.7911 1.7650 -4.7813
24 C -0.4803 2.2242 -4.4312
25 C -0.9347 2.1552 -3.1206
26 C -0.1467 1.6109 -2.0932
27 H 5.2888 -1.4281 0.6509
28 H 4.6725 -1.9206 2.9975
29 H 2.4181 -1.3594 3.8464
30 H 0.7481 -0.2606 2.3602
31 H 2.5928 0.8582 -4.0497
32 H 1.1367 1.8306 -5.8051
33 H -1.1216 2.6432 -5.2002
34 H -1.9250 2.5380 -2.8977
35 C 0.2429 4.8044 -0.4483
36 Si 0.6681 3.2874 0.5717
37 C 2.5435 3.1510 0.4905
38 C 0.4118 3.8112 2.3861
39 C -0.1410 5.0468 2.7400
40 C -0.3457 5.4015 4.0711
41 C 0.0017 4.5234 5.0887
42 C 0.5617 3.2926 4.7648
43 C 0.7612 2.9492 3.4332
44 H 0.8494 5.6620 -0.1334
45 H -0.8153 5.0743 -0.3512
46 H 0.4356 4.6133 -1.5083
47 H 2.9723 4.1201 0.7663
48 H 2.8964 2.8976 -0.5162
49 H 2.9332 2.4020 1.1884
50 H -0.4235 5.7522 1.9641
51 H -0.7751 6.3668 4.3127
52 H -0.1601 4.7950 6.1244
53 H 0.8440 2.6022 5.5514
54 H 1.2095 1.9826 3.2047
55 C 1.4811 -3.0334 -1.8589
56 N 0.0945 -3.4879 -1.9103
57 C -0.1317 -4.6149 -2.8018
58 P -0.9421 -2.9958 -0.7171
59 O -0.5597 -1.6557 -0.2190
60 N -2.4145 -3.1830 -1.4529
61 C -3.6314 -3.2805 -0.6501
62 C -2.6317 -2.4288 -2.6919
63 N -1.0063 -4.0545 0.5525
64 C -0.2974 -3.7413 1.7875
65 C -1.1995 -5.4761 0.3103
66 H 1.7748 -2.5774 -2.8087
67 H 2.1580 -3.8706 -1.6584
68 H 1.6045 -2.2914 -1.0728
69 H 0.1937 -4.3570 -3.8136
70 H -1.1875 -4.8691 -2.8401
71 H 0.4306 -5.5013 -2.4877
72 H -3.4085 -3.6767 0.3366
73 H -4.3468 -3.9443 -1.1385
74 H -4.1047 -2.3003 -0.5331
75 H -1.6980 -2.2853 -3.2283
76 H -3.0558 -1.4435 -2.4814
77 H -3.3253 -2.9694 -3.3385
78 H -0.1484 -2.6669 1.8653
79 H 0.6815 -4.2326 1.8250
80 H -0.8799 -4.0806 2.6476
81 H -1.7068 -5.6409 -0.6387
82 H -1.8175 -5.9099 1.1010
83 H -0.2447 -6.0154 0.2941

For the highest occupied orbital energy (alpha / beta), the calculation gives -0.2649 / -0.2458 hartree. For the total energy, the calculation gives -98298.125 eV. As for the orbital gap (alpha / beta): 7.21 / 6.75 eV. As for the energy above the lowest of the compared OMol25 structures with the same formula, charge and spin: 35.3 kJ/mol. The multiplicity is 2. As for the expectation value of S²: 0.79.

***

Record 5
The following is a quantum chemistry calculation of a cluster of 10 separate species, C32H42F2O30 in total in a non-equilibrium geometry, from OMol25.

CARTESIAN COORDINATES (ANGSTROEM)
1 O 1.1489 0.3826 -0.5971
2 C -0.0301 0.0209 -0.2834
3 O -0.5445 -0.8846 0.5545
4 C -2.0207 -0.7626 0.4595
5 C -2.2943 0.5920 -0.0571
6 F -2.2323 1.4871 0.8779
7 O -1.1075 0.6278 -0.9044
8 H -2.2558 -1.3279 -0.4423
9 H -2.5345 -0.9837 1.3951
10 H -3.2093 0.7788 -0.6192
11 O 0.6949 -3.4102 -0.1874
12 C 0.6663 -3.3347 -1.3980
13 O 0.7901 -2.1840 -2.0960
14 C 0.6673 -2.5257 -3.4987
15 C 0.0461 -3.8936 -3.6254
16 F 0.5721 -4.5453 -4.6412
17 O 0.4683 -4.3645 -2.3226
18 H -0.0625 -1.8084 -3.8740
19 H 1.6402 -2.4601 -3.9858
20 H -1.0398 -3.9218 -3.5354
21 C -0.9803 1.1420 4.0858
22 C 0.3107 0.6685 4.8213
23 C 0.0110 0.6266 6.2735
24 O 0.2396 -0.7488 6.6277
25 C 0.8774 -1.3629 5.6681
26 O 1.3748 -2.4772 5.8435
27 O 0.6886 -0.6575 4.4965
28 H -1.4347 2.0838 4.3934
29 H -1.7080 0.3887 3.7840
30 H -0.5742 1.4747 3.1306
31 H 1.0802 1.3868 4.5384
32 H -1.0127 0.6973 6.6410
33 H 0.6900 1.2984 6.7987
34 C 2.1385 2.9118 -2.7788
35 C 2.9562 4.1554 -2.7763
36 C 4.4304 3.8397 -2.4316
37 O 5.2356 4.5152 -3.4037
38 C 4.4014 5.0832 -4.2846
39 O 4.7483 5.5101 -5.3577
40 O 3.0888 4.6920 -4.0674
41 H 2.4960 2.1065 -3.4205
42 H 1.1089 2.9955 -3.1265
43 H 2.2214 2.6627 -1.7209
44 H 2.6857 4.9143 -2.0422
45 H 4.7087 2.7863 -2.4625
46 H 4.5425 4.2113 -1.4130
47 O 1.9905 4.0930 1.4466
48 C 2.5102 3.0119 1.5253
49 O 2.8608 2.4874 2.7237
50 C 3.3258 1.1822 2.4958
51 C 3.8720 1.3672 1.0624
52 O 2.9840 2.3126 0.4899
53 H 4.1186 0.8422 3.1621
54 H 2.5031 0.4931 2.6866
55 H 3.7779 0.4890 0.4236
56 H 4.9101 1.6549 0.8964
57 O -2.5801 -2.9913 3.2929
58 C -1.5656 -3.5959 3.6016
59 O -0.8412 -4.1473 2.6937
60 C 0.3080 -4.8601 3.3641
61 C -0.2479 -5.0086 4.7667
62 O -1.2201 -3.9471 4.8828
63 H 0.6403 -5.8704 3.1253
64 H 1.1585 -4.1789 3.3899
65 H 0.5837 -4.9538 5.4693
66 H -0.7232 -5.9713 4.9544
67 O -1.6446 3.3216 -2.7414
68 C -1.8206 3.9241 -1.7331
69 O -3.0132 3.9616 -0.9729
70 C -2.7237 4.6847 0.1356
71 C -1.6998 5.6574 -0.2149
72 O -0.9721 4.7830 -1.1185
73 H -3.6354 5.2608 0.2939
74 H -2.3503 4.1002 0.9764
75 H -1.2133 6.0455 0.6799
76 H -2.0821 6.5395 -0.7285
77 O 6.7800 -3.0673 0.1562
78 C 6.0420 -2.4302 -0.6240
79 O 6.0367 -2.5655 -1.8965
80 C 5.4136 -1.5080 -2.4285
81 C 4.7098 -0.8296 -1.3353
82 O 5.4142 -1.4168 -0.2614
83 H 5.9903 -0.8350 -3.0630
84 H 4.7503 -1.9509 -3.1714
85 H 3.6541 -1.0816 -1.2342
86 H 4.8769 0.2363 -1.4903
87 O -6.0737 -3.1401 -1.5655
88 C -5.1046 -3.7204 -1.1617
89 O -5.1521 -4.9384 -0.8085
90 C -3.9040 -5.2396 -0.0739
91 C -3.1604 -3.9280 0.1112
92 O -3.8615 -3.1250 -0.8954
93 H -4.0220 -5.5803 0.9547
94 H -3.4250 -5.9569 -0.7404
95 H -2.0732 -4.0022 0.0843
96 H -3.3171 -3.4742 1.0897
97 O -6.7874 2.5823 -0.9310
98 C -6.2122 2.1016 -1.9684
99 O -6.6536 2.2249 -3.2717
100 C -5.5462 1.7728 -4.1225
101 C -4.6504 0.9325 -3.1699
102 O -4.9850 1.4242 -1.9382
103 H -5.9667 1.0132 -4.7815
104 H -5.0942 2.5799 -4.6989
105 H -3.6586 0.9721 -3.6202
106 H -4.9182 -0.1233 -3.2091

For the highest occupied orbital energy, the calculation gives -0.3919 hartree. For the total energy, the calculation gives -100719.781 eV. As for the orbital gap: 10.59 eV. Its SMILES is O=C1OC[C@@H](F)O1.O=C1OC[C@@H](F)O1.C[C@H]1COC(=O)O1.C[C@H]1COC(=O)O1.O=C1OCCO1.O=C1OCCO1.O=C1OCCO1.O=C1OCCO1.O=C1OCCO1.O=C1OCCO1.